Density functional theory data (ωB97M-V/def2-TZVPD) for a 2-piece molecular cluster, C5H4O3 overall at a distorted geometry.

## Properties
**Gap between HOMO and LUMO (spin up / spin down)**: 7.31 / 7.32 eV
**Energy relative to the best compared isomer or geometry (same formula, charge and spin)**: 551.98 kJ/mol
**Max |F|**: 6.96 eV/Å
**Net charge**: 0
**Highest occupied orbital energy (spin up / spin down)**: -8.565 / -8.561 eV

Positions of all 12 atoms, in Å:
C: 1.109 1.777 0.714
C: -0.142 1.622 0.318
C: 1.697 0.414 0.761
C: -1.907 -2.401 -1.741
C: -0.228 0.190 -0.107
O: 2.685 -0.019 1.248
O: 0.854 -0.424 0.121
O: -1.248 -0.395 -0.457
H: 1.615 2.565 1.281
H: -0.941 2.362 0.537
H: -2.617 -2.815 -1.040
H: -0.877 -2.874 -1.635

Results of the natural (NBO) charge analysis, in e, for atoms 1 through 4: number 1, C, carries -0.2696; number 2, C, carries -0.2301; number 3, C, carries 0.7320; number 4, C, carries -0.2107